# 1
Molecular formula: C24H31ClN7OPdS
Method: DFT, ωB97M-V with the def2-TZVPD basis set

Last column: Mulliken charge in e.
CARTESIAN COORDINATES (ANGSTROEM)
Pd  0.699  1.717  -1.845  0.67
C  3.006  1.937  -5.394  -1.40
C  2.066  2.124  -4.253  0.56
N  2.138  1.448  -3.156  0.54
N  3.071  0.473  -3.005  -1.21
C  2.967  -0.158  -1.860  0.55
N  3.812  -1.161  -1.622  -0.25
S  1.813  0.225  -0.583  -0.30
C  0.973  3.115  -4.311  0.61
C  0.751  3.921  -5.415  -0.46
C  -0.257  4.873  -5.365  -0.45
C  -1.002  5.010  -4.208  -0.76
C  -0.736  4.161  -3.147  -0.07
N  0.206  3.227  -3.202  -0.22
H  3.774  1.220  -5.130  0.37
H  3.474  2.888  -5.653  0.36
H  2.470  1.577  -6.275  0.34
H  4.547  -1.359  -2.280  0.21
H  3.790  -1.670  -0.755  0.15
H  1.368  3.815  -6.295  0.38
H  -0.445  5.509  -6.219  0.43
H  -1.784  5.751  -4.122  0.41
H  -1.297  4.225  -2.226  0.26
C  -0.546  0.679  3.166  -1.65
C  -1.727  -0.209  3.588  2.19
C  -1.205  -1.109  4.718  -2.04
C  -2.829  0.688  4.170  -1.97
C  -2.318  -1.068  2.412  1.98
O  -3.347  -1.931  2.890  -0.68
C  -1.274  -1.883  1.623  -1.02
C  -0.824  -3.238  2.200  -1.14
C  0.488  -3.628  1.567  -0.10
C  1.682  -3.502  2.268  -0.14
C  2.903  -3.763  1.662  -0.86
C  2.921  -4.159  0.336  0.17
Cl  4.449  -4.470  -0.443  -0.17
C  1.747  -4.312  -0.384  -0.85
C  0.538  -4.043  0.239  -0.08
C  -3.153  -0.230  1.414  -2.51
N  -2.402  0.770  0.661  0.99
C  -1.449  0.580  -0.239  -0.48
N  -0.957  1.757  -0.615  -0.03
C  -1.679  2.654  0.112  -0.40
N  -2.569  2.091  0.885  -0.92
H  -0.180  1.205  4.050  0.56
H  -0.821  1.445  2.443  0.25
H  0.293  0.102  2.773  0.31
H  -0.953  -0.483  5.574  0.53
H  -0.295  -1.638  4.436  0.35
H  -1.944  -1.831  5.072  0.40
H  -2.489  1.120  5.111  0.46
H  -3.738  0.119  4.372  0.35
H  -3.073  1.517  3.505  0.38
H  -2.968  -2.577  3.494  0.53
H  -0.385  -1.277  1.444  0.12
H  -1.700  -2.104  0.639  0.79
H  -1.582  -3.996  1.991  0.37
H  -0.703  -3.201  3.281  0.61
H  1.666  -3.193  3.307  0.38
H  3.829  -3.666  2.211  0.45
H  1.781  -4.646  -1.412  0.43
H  -0.382  -4.169  -0.320  0.47
H  -3.942  0.303  1.932  0.46
H  -3.613  -0.919  0.708  0.57
H  -1.117  -0.377  -0.596  0.75
H  -1.537  3.721  0.075  0.46

Output
Lowest unoccupied orbital energy (eV): -3.57
HOMO level (eV): -11.191
Total charge: +1
Relative energy (zero: lowest compared OMol25 entry of this formula, charge and spin) (eV): 0.000
Orbital gap (eV): 7.618

***

# 2
Molecular formula: C42H90N5O12V
Method: DFT, ωB97M-V with the def2-TZVPD basis set

Last column: Mulliken charge in e.
CARTESIAN COORDINATES (ANGSTROEM)
O  -0.353  -0.967  -0.812  -0.73
V  0.521  -1.621  0.332  1.56
O  1.667  -0.642  0.688  -0.70
C  3.693  -4.398  -5.257  -1.67
C  4.664  -5.200  -4.455  1.53
C  5.860  -5.623  -5.371  -1.14
C  6.863  -4.465  -5.596  -0.76
C  7.342  -3.913  -4.270  -1.24
C  6.237  -3.482  -3.235  1.42
N  5.190  -4.503  -3.242  0.39
O  4.117  -4.201  -2.388  -0.62
C  5.859  -2.017  -3.481  -1.59
C  7.021  -3.544  -1.854  -1.74
C  3.951  -6.536  -4.112  -1.82
H  3.312  -4.865  -6.165  0.41
H  4.200  -3.466  -5.506  0.40
H  2.899  -4.067  -4.587  0.33
H  5.390  -5.736  -6.348  0.39
H  6.292  -6.577  -5.067  0.37
H  6.594  -3.654  -6.273  0.34
H  7.751  -4.841  -6.103  0.41
H  7.967  -3.026  -4.369  0.45
H  8.035  -4.653  -3.870  0.41
H  6.724  -1.357  -3.422  0.43
H  5.137  -1.518  -2.836  0.36
H  5.501  -1.858  -4.499  0.34
H  7.744  -2.735  -1.747  0.39
H  7.625  -4.447  -1.764  0.40
H  6.324  -3.564  -1.017  0.36
H  4.609  -7.181  -3.529  0.47
H  3.701  -7.135  -4.987  0.36
H  3.141  -6.271  -3.432  0.38
C  -1.861  -0.452  -6.973  -0.33
C  -3.010  0.545  -6.679  -0.26
O  -4.088  -0.121  -7.303  -0.32
C  -3.857  -1.439  -7.322  0.68
O  -4.666  -2.352  -7.369  -0.55
O  -2.546  -1.644  -7.073  -0.32
H  -1.083  -0.566  -6.218  0.30
H  -1.336  -0.238  -7.904  0.24
H  -2.751  1.561  -6.979  0.32
H  -3.099  0.653  -5.598  0.24
C  -8.772  2.693  -0.175  -1.81
C  -8.754  1.649  -1.317  1.67
C  -7.559  0.701  -1.149  -1.32
C  -7.702  -0.232  0.056  -0.70
C  -8.915  -1.127  -0.249  -1.13
C  -10.259  -0.352  -0.486  1.58
N  -10.029  0.822  -1.331  0.41
O  -11.242  1.602  -1.704  -0.48
C  -11.223  -1.272  -1.245  -1.96
C  -10.904  -0.093  0.873  -1.81
C  -8.545  2.391  -2.634  -1.98
H  -8.158  3.566  -0.392  0.46
H  -8.471  2.313  0.801  0.30
H  -9.796  3.053  -0.076  0.39
H  -7.345  0.096  -2.030  0.40
H  -6.644  1.279  -1.020  0.50
H  -7.727  0.381  0.956  0.30
H  -6.865  -0.858  0.365  0.40
H  -9.001  -1.771  0.626  0.44
H  -8.714  -1.806  -1.079  0.36
H  -11.272  -2.269  -0.806  0.39
H  -12.236  -0.883  -1.346  0.39
H  -10.856  -1.462  -2.254  0.47
H  -10.323  0.606  1.475  0.37
H  -11.831  0.468  0.749  0.38
H  -11.042  -0.989  1.477  0.42
H  -8.776  1.688  -3.434  0.48
H  -7.503  2.629  -2.851  0.41
H  -9.080  3.330  -2.782  0.34
H  -11.531  1.267  -2.555  0.31
C  -0.430  7.029  -1.524  -1.82
C  0.244  7.601  -2.727  1.94
C  0.504  9.082  -2.382  -1.45
C  1.679  9.476  -1.458  -0.75
C  2.967  8.756  -2.008  -1.26
C  2.814  7.270  -2.310  1.39
N  1.539  6.971  -3.102  0.27
O  1.400  5.603  -3.400  -0.45
C  4.131  6.784  -2.965  -1.88
C  2.947  6.400  -1.011  -1.64
C  -0.536  7.660  -4.049  -2.00
H  -0.521  5.944  -1.586  0.37
H  -1.452  7.407  -1.537  0.46
H  0.095  7.265  -0.599  0.30
H  0.641  9.716  -3.258  0.49
H  -0.392  9.529  -1.952  0.47
H  1.568  9.117  -0.435  0.35
H  1.732  10.557  -1.592  0.35
H  3.701  8.970  -1.232  0.40
H  3.292  9.379  -2.842  0.46
H  4.312  5.713  -2.875  0.36
H  4.017  6.972  -4.032  0.49
H  5.020  7.291  -2.587  0.38
H  2.167  6.595  -0.275  0.30
H  2.836  5.358  -1.311  0.43
H  3.931  6.451  -0.545  0.41
H  -1.289  8.448  -4.089  0.41
H  -1.010  6.705  -4.275  0.41
H  0.092  7.920  -4.901  0.44
H  1.440  5.671  -4.357  0.35
C  -1.643  0.161  2.871  -0.96
O  -1.461  -1.248  2.814  -0.10
C  -1.279  -1.814  4.112  -0.69
C  -1.323  -3.330  4.014  -0.67
N  -0.278  -3.871  3.065  -0.21
C  -0.419  -5.284  2.628  -0.84
C  -1.557  -5.605  1.640  -0.57
O  -1.732  -4.348  0.840  -0.22
C  -2.449  -4.659  -0.420  -0.90
H  -2.517  0.504  3.425  0.35
H  -1.985  0.424  1.871  0.31
H  -0.787  0.783  3.136  0.34
H  -1.946  -1.542  4.931  0.41
H  -0.302  -1.440  4.418  0.33
H  -2.331  -3.607  3.704  0.28
H  -1.238  -3.798  4.995  0.51
H  0.480  -4.090  3.695  0.27
H  -0.521  -5.870  3.541  0.42
H  0.560  -5.521  2.211  0.36
H  -2.436  -5.823  2.247  0.28
H  -1.395  -6.354  0.866  0.46
H  -1.764  -5.148  -1.113  0.38
H  -2.579  -3.706  -0.934  0.26
H  -3.352  -5.258  -0.311  0.34
C  4.172  -4.119  8.967  -0.55
O  4.560  -3.690  7.616  -0.33
C  5.761  -2.827  7.404  -0.55
C  5.469  -1.380  7.037  -0.48
N  5.212  -0.603  8.286  -0.42
C  6.382  -0.529  9.130  -0.46
C  6.186  0.286  10.431  -0.76
O  5.266  -0.326  11.301  -0.29
C  5.085  0.409  12.484  -0.84
H  3.949  -3.175  9.466  0.21
H  4.917  -4.787  9.399  0.26
H  3.182  -4.572  8.907  0.24
H  6.206  -3.238  6.498  0.38
H  6.611  -2.942  8.078  0.36
H  4.671  -1.276  6.302  0.31
H  6.304  -0.859  6.569  0.34
H  4.698  -1.131  8.976  0.24
H  7.156  -0.022  8.554  0.37
H  6.795  -1.491  9.434  0.23
H  5.826  1.267  10.123  0.35
H  7.091  0.600  10.949  0.47
H  4.172  0.113  13.001  0.26
H  4.970  1.493  12.471  0.33
H  5.966  0.297  13.115  0.34

Output
Lowest unoccupied orbital energy (eV): -2.49
HOMO level (eV): -5.192
Orbital gap (eV): 2.700

***

# 3
Molecular formula: C33H33AsIrN3O5S3
Method: DFT, ωB97M-V with the def2-TZVPD basis set

Last column: Mulliken charge in e.
CARTESIAN COORDINATES (ANGSTROEM)
Ir  1.756  0.756  -0.497  2.50
C  5.926  2.643  -0.795  -1.62
C  4.449  2.365  -0.872  0.61
S  3.956  0.755  -1.008  -0.36
C  3.492  3.347  -0.926  0.70
C  3.791  4.822  -0.949  -1.42
S  1.876  2.885  -1.054  -0.19
H  6.488  1.713  -0.742  0.47
H  6.157  3.231  0.094  0.34
H  6.269  3.199  -1.669  0.36
H  4.860  5.017  -0.922  0.40
H  3.321  5.323  -0.102  0.30
H  3.383  5.274  -1.856  0.34
O  -0.188  1.128  -1.258  -1.05
As  -1.820  0.814  -0.969  1.16
C  -2.300  1.586  0.708  0.22
C  -3.615  1.587  1.171  -0.25
C  -3.913  2.188  2.384  -0.75
C  -2.904  2.789  3.127  -0.78
C  -1.596  2.788  2.662  -0.51
C  -1.289  2.186  1.449  -0.27
C  -2.741  1.627  -2.413  0.35
C  -4.128  1.561  -2.515  -0.47
C  -4.759  2.182  -3.579  -0.68
C  -4.008  2.856  -4.535  -0.50
C  -2.625  2.905  -4.435  -0.68
C  -1.981  2.292  -3.369  -0.18
C  -2.204  -1.051  -0.959  0.57
C  -1.886  -1.776  -2.107  -0.56
C  -2.170  -3.130  -2.156  -0.65
C  -2.776  -3.752  -1.069  -0.59
C  -3.069  -3.032  0.079  -0.82
C  -2.778  -1.674  0.141  -0.17
H  -4.406  1.123  0.594  0.29
H  -4.932  2.196  2.745  0.44
H  -3.146  3.273  4.065  0.42
H  -0.815  3.272  3.235  0.52
H  -0.276  2.200  1.069  0.26
H  -4.716  1.022  -1.782  0.28
H  -5.836  2.138  -3.666  0.41
H  -4.507  3.342  -5.363  0.39
H  -2.044  3.422  -5.187  0.43
H  -0.904  2.326  -3.273  0.32
H  -1.420  -1.284  -2.953  0.45
H  -1.927  -3.702  -3.041  0.45
H  -3.019  -4.805  -1.121  0.44
H  -3.528  -3.524  0.927  0.42
H  -3.006  -1.108  1.036  0.38
O  0.905  -1.357  0.159  -1.02
C  1.502  -1.907  -0.822  0.75
O  2.130  -1.195  -1.636  -0.95
C  1.485  -3.387  -0.964  0.06
C  2.470  -4.016  -1.717  -0.42
C  2.492  -5.398  -1.809  -0.58
C  1.512  -6.114  -1.147  -0.08
C  0.510  -5.510  -0.412  -0.61
C  0.506  -4.130  -0.318  -0.34
N  1.547  -7.596  -1.211  1.01
O  0.674  -8.198  -0.621  -0.60
O  2.446  -8.106  -1.843  -0.60
H  3.214  -3.417  -2.225  0.52
H  3.249  -5.918  -2.376  0.51
H  -0.235  -6.121  0.077  0.54
H  -0.257  -3.620  0.252  0.62
C  2.358  2.218  4.520  -1.04
N  1.501  1.178  3.986  0.06
C  0.615  0.365  4.822  -0.70
C  -0.090  -0.541  3.794  -0.53
N  0.644  -0.251  2.566  0.34
C  1.515  0.733  2.727  0.15
S  2.570  1.385  1.539  -0.51
H  1.907  2.606  5.430  0.35
H  2.449  3.027  3.795  0.36
H  3.356  1.839  4.749  0.35
H  -0.081  1.004  5.365  0.39
H  1.198  -0.206  5.546  0.39
H  -1.144  -0.285  3.675  0.25
H  -0.009  -1.594  4.056  0.44
H  0.570  -0.780  1.702  0.14

Output
2S+1: 2
Lowest unoccupied orbital energy (alpha / beta) (eV): -2.97 / -3.96
HOMO level (alpha / beta) (eV): -9.866 / -10.485
Total charge: +1
Relative energy (zero: lowest compared OMol25 entry of this formula, charge and spin) (eV): 1.841
Orbital gap (alpha / beta) (eV): 6.901 / 6.525
Expectation value of S²: 0.7819

***

# 4
Molecular formula: C20H22AgF5N4SSi2
Method: DFT, ωB97M-V with the def2-TZVPD basis set

Last column: Mulliken charge in e.
CARTESIAN COORDINATES (ANGSTROEM)
Ag  -0.126  0.383  0.881  0.41
C  -1.410  1.429  -3.920  -1.24
Si  -1.339  1.248  -2.032  0.32
C  -3.128  1.078  -1.503  -0.96
C  -0.763  2.932  -1.436  -1.01
C  -0.259  -0.145  -1.553  1.42
C  1.176  0.134  -1.595  0.14
C  2.099  -0.553  -2.424  -0.80
C  3.451  -0.305  -2.337  -0.51
C  3.921  0.659  -1.450  -0.63
C  2.970  1.327  -0.699  -0.49
N  1.666  1.085  -0.756  -0.20
Si  -0.815  -1.865  -1.784  -0.06
C  -2.372  -2.258  -0.813  -1.10
C  -1.222  -2.353  -3.572  -1.18
C  0.464  -3.116  -1.208  -0.81
H  -1.968  2.325  -4.219  0.32
H  -1.888  0.560  -4.383  0.28
H  -0.397  1.503  -4.329  0.31
H  -3.682  1.968  -1.817  0.34
H  -3.213  0.984  -0.417  0.17
H  -3.614  0.211  -1.956  0.25
H  -1.451  3.696  -1.816  0.35
H  0.245  3.156  -1.794  0.28
H  -0.743  2.985  -0.345  0.23
H  1.722  -1.273  -3.140  0.35
H  4.143  -0.859  -2.963  0.38
H  4.975  0.875  -1.336  0.38
H  3.273  2.081  0.023  0.35
H  -3.255  -1.768  -1.227  0.30
H  -2.265  -1.929  0.224  0.23
H  -2.561  -3.337  -0.814  0.34
H  -2.119  -1.832  -3.923  0.28
H  -1.410  -3.431  -3.642  0.33
H  -0.407  -2.101  -4.258  0.32
H  0.793  -2.895  -0.188  0.11
H  1.352  -3.149  -1.841  0.32
H  0.011  -4.113  -1.210  0.33
F  3.206  1.119  7.211  -0.34
C  2.770  0.549  6.070  0.74
C  2.721  1.267  4.893  -0.32
F  3.126  2.551  4.890  -0.33
C  2.276  0.671  3.728  0.26
F  2.293  1.440  2.631  -0.30
C  1.848  -0.659  3.654  0.18
S  1.309  -1.430  2.187  -0.65
C  1.926  -1.345  4.871  0.31
F  1.562  -2.637  4.941  -0.34
C  2.368  -0.770  6.048  0.04
F  2.413  -1.493  7.186  -0.32
N  -1.714  1.364  2.117  -0.41
C  -2.806  1.629  2.425  0.43
N  -3.954  2.078  2.820  -0.71
C  -5.073  1.406  2.893  0.52
N  -6.123  0.917  3.009  -0.63

Output
Lowest unoccupied orbital energy (eV): 4.58
HOMO level (eV): -1.631
Total charge: -2
Relative energy (zero: lowest compared OMol25 entry of this formula, charge and spin) (eV): 0.293
Orbital gap (eV): 6.212